No. 1
Density functional theory data (ωB97M-V/def2-TZVPD) for C31H29NO3P2RhS as an isolated structure in a non-equilibrium geometry.

## Properties
HOMO-LUMO gap (alpha / beta): 5.67 / 5.67 eV
E_LUMO (alpha / beta): -4.9 / -4.9 eV
ΔE to the lowest compared entry with this formula, charge and spin: 0.0 kcal per mole

Structure (ORCA input):
```
! RIJCOSX wB97M-V def2-TZVPD def2/J DEFGRID3
* xyz 1 1
C -0.590 -0.179 3.733
H -1.500 -5.061 3.163
H -3.105 -3.248 -1.429
H -3.046 1.764 -2.786
C 0.064 -2.607 1.442
H 3.044 -1.620 -3.450
S 1.452 2.768 2.016
C 2.698 -1.147 -0.215
C -0.799 0.393 4.975
O 1.422 3.115 3.398
H 2.873 4.620 1.694
O 0.071 2.572 1.430
H 0.476 -2.645 -0.675
C 1.798 -0.193 4.135
C -3.244 -2.432 -3.410
N 1.975 -0.104 -0.753
H -1.629 -6.025 0.895
C -1.948 -0.453 -3.840
Rh 0.454 0.828 0.257
P -0.374 0.789 -1.911
H 3.190 -0.606 1.792
C 2.625 -1.362 1.243
H -1.804 0.625 5.302
H -1.580 -1.470 -0.628
C -1.918 -1.476 -1.653
H 2.808 -0.406 3.815
C 2.150 4.097 1.073
C -2.829 -1.428 -4.277
C 1.578 0.381 5.374
C 2.008 -0.242 -2.125
H -1.617 0.326 -4.518
C -1.082 -4.523 2.323
H 2.909 -2.364 1.552
H -1.433 -0.386 3.082
H -0.029 5.646 -2.193
H 2.633 3.653 0.204
C -1.042 2.408 -2.333
H 2.421 0.613 6.011
P 0.883 -1.020 1.620
H -2.391 5.989 -2.836
H -0.606 -4.837 -1.021
C -2.851 3.896 -2.871
H 0.132 1.173 6.741
C 0.022 -3.167 0.161
C -2.786 -2.462 -2.102
H 3.898 -2.726 -1.100
C -0.204 3.511 -2.137
C -1.141 -5.070 1.048
H 1.339 4.760 0.779
C 0.288 0.689 5.786
H 0.911 0.268 -3.905
C -0.579 -4.399 -0.031
C 3.246 -1.875 -1.226
H -3.193 -1.404 -5.296
H -0.440 -2.865 3.521
C -1.494 -0.476 -2.520
C 2.802 -1.298 -2.449
H 0.826 3.365 -1.825
O 2.223 1.545 1.659
C 1.140 0.650 -2.913
H -3.884 4.049 -3.155
C -0.486 -3.287 2.527
H -3.933 -3.191 -3.760
C -2.378 2.608 -2.672
C 0.712 -0.480 3.310
C -0.684 4.795 -2.332
C -2.009 4.986 -2.700
H 1.556 1.655 -3.012
*
```

---

No. 2
Density functional theory data (ωB97M-V/def2-TZVPD) for a 2-piece molecular cluster, C15H31FN2O9P2S overall in a non-equilibrium geometry.

## Properties
HOMO-LUMO gap: 6.84 eV
E_LUMO: -2.0 eV
SMILES: C[C@@H](F)CO[P@](=O)(O)OCCCCSc1nnco1.CCOP(=O)(OCC)OCC

Structure (ORCA input):
```
! RIJCOSX wB97M-V def2-TZVPD def2/J DEFGRID3
* xyz 0 1
C -5.106 -0.107 2.295
H -3.172 -3.638 -3.742
H 5.456 1.545 0.931
H 6.907 -1.745 1.690
N -5.600 -1.162 3.121
H 4.848 -0.704 2.183
F 5.773 -0.195 3.998
O -0.765 0.488 -1.774
O 4.598 2.306 2.751
C -3.069 1.958 1.475
S -3.308 0.194 2.078
C 5.680 -0.032 2.576
H 0.212 0.661 -5.498
H -0.146 2.345 -5.057
C -1.900 2.587 2.374
H -0.344 1.328 1.287
H 0.524 1.576 3.623
O -2.314 -2.256 -2.547
H 3.420 0.803 0.592
H 6.627 1.958 2.276
P -1.462 -0.821 -2.171
H 0.180 3.381 3.642
C 0.602 2.525 2.996
H -2.209 0.922 -5.118
C -0.420 -3.236 -0.262
O -0.083 -1.742 -2.150
H 0.576 1.229 -3.881
C -0.417 2.383 1.748
C -2.460 -2.813 -3.849
H -1.950 1.574 -3.509
H 0.040 -3.608 0.655
O -6.097 0.662 1.645
H -4.044 2.522 1.709
H -1.374 -3.900 -5.357
O -1.506 -0.448 -3.787
H -2.909 2.032 0.350
C -0.145 1.313 -4.698
P 3.033 1.610 2.678
H -0.448 -2.587 -4.631
H -2.936 -2.102 -4.528
C -1.535 0.894 -4.256
H 1.442 -2.505 -1.041
H -1.421 -2.865 -0.018
O 2.782 0.622 1.318
H -8.349 0.262 1.808
C 0.424 -2.137 -0.882
H -0.707 -4.068 -3.719
H -1.889 1.991 3.365
H -0.188 3.136 0.919
O 2.894 0.717 3.917
C -7.284 0.007 2.100
H -2.042 3.701 2.569
O 1.949 2.906 2.614
C -1.174 -3.374 -4.421
H 0.487 -1.272 -0.215
H 7.881 -0.468 2.738
C 7.061 -0.652 1.967
H -0.546 -4.066 -0.960
C 5.591 1.485 2.078
H 7.297 -0.038 1.019
N -6.966 -1.079 2.987
*
```

---

No. 3
Density functional theory data (ωB97M-V/def2-TZVPD) for C5H14Br2KN2O4Se as an isolated structure in a non-equilibrium geometry.

## Properties
HOMO-LUMO gap (alpha / beta): 5.68 / 4.35 eV
E_LUMO (alpha / beta): 1.1 / 1.1 eV

Structure (ORCA input):
```
! RIJCOSX wB97M-V def2-TZVPD def2/J DEFGRID3
* xyz -1 1
H 1.653 1.231 2.723
O 2.751 -1.340 0.014
C -1.106 -0.268 0.675
Br -2.270 2.751 -2.237
H -0.152 -1.904 1.798
H -1.227 -1.004 -0.128
H -3.789 0.756 -1.322
H 2.093 -0.488 2.490
Br -2.270 -1.239 -2.237
H -3.790 0.756 -3.150
H -0.495 0.744 3.034
C 1.225 0.458 0.712
H 1.907 1.243 0.368
O 2.235 0.756 -2.237
H -2.082 0.219 0.789
Se 2.708 -0.961 -1.784
O 1.689 -2.015 -2.532
O 4.176 -1.306 -2.442
N -0.136 0.756 0.253
H -1.659 -1.287 2.542
N 0.054 -0.108 2.865
C -3.192 0.756 -2.236
C -0.759 -1.012 1.983
H -0.136 0.756 -4.508
H 1.563 -0.464 0.221
K -0.136 0.756 -2.237
C 1.367 0.291 2.241
H -0.437 1.712 0.560
H 0.215 -0.544 3.781
*
```

---

No. 4
Density functional theory data (ωB97M-V/def2-TZVPD) for C13H19IrP2 as an isolated structure in a non-equilibrium geometry.

## Properties
HOMO-LUMO gap (alpha / beta): 5.31 / 6.29 eV
E_LUMO (alpha / beta): 0.7 / -1.7 eV
ΔE to the lowest compared entry with this formula, charge and spin: 0.0 kcal per mole

Structure (ORCA input):
```
! RIJCOSX wB97M-V def2-TZVPD def2/J DEFGRID3
* xyz 0 5
C -3.549 0.443 2.441
H 0.784 -1.553 -4.509
H 0.897 -1.929 1.933
H -1.531 -2.048 -0.063
H 3.032 2.479 1.072
H -0.487 -1.682 -1.472
C -1.601 0.382 1.045
H 1.994 -0.526 1.767
H 2.099 4.105 -0.110
H 3.647 -2.712 -1.363
C 2.967 -2.120 -1.981
H 0.521 -0.386 2.790
C 2.191 -2.570 -3.076
H -1.192 2.040 -0.302
H -4.176 -0.008 3.210
C 1.596 -0.393 -2.748
Ir 0.585 1.479 -0.617
H 2.219 -3.578 -3.475
H 2.895 -0.108 -0.929
C -3.094 2.256 0.882
H 0.183 -2.614 -0.099
C 2.576 -0.761 -1.738
C -3.900 1.675 1.870
H -3.349 3.223 0.452
C 0.948 -0.834 1.884
H -4.803 2.187 2.199
H 1.097 0.597 -2.792
P 1.758 2.901 0.579
H -2.077 -1.166 2.479
C 1.428 -1.513 -3.633
C -2.385 -0.216 2.036
H 1.159 3.456 1.759
P 0.016 -0.279 0.430
C -0.508 -1.814 -0.387
C -1.938 1.588 0.466
*
```

---

No. 5
Density functional theory data (ωB97M-V/def2-TZVPD) for a 2-piece molecular cluster, C7H11O overall in a non-equilibrium geometry.

## Properties
HOMO-LUMO gap: 4.93 eV
E_LUMO: 2.5 eV
ΔE to the lowest compared entry with this formula, charge and spin: 163.9 kcal per mole

Structure (ORCA input):
```
! RIJCOSX wB97M-V def2-TZVPD def2/J DEFGRID3
* xyz -1 1
C 0.466 1.809 0.644
C -0.150 0.621 1.100
H -1.250 -1.815 2.343
C 0.586 -1.892 -1.221
H 0.782 -1.761 -0.099
H -1.138 -1.181 -2.487
O 0.474 -3.188 -1.617
H -0.718 -1.640 2.862
C -0.481 0.575 -1.361
C 0.548 0.706 -0.256
H 1.431 -1.401 -1.742
H -1.434 -1.220 -0.716
H 1.341 3.672 1.435
H -0.832 0.760 1.936
C -0.659 -0.977 -1.496
C 1.209 2.620 1.515
H 1.340 2.145 2.497
H -1.390 1.100 -1.065
H -0.124 1.066 -2.274
*
```

---

No. 6
Density functional theory data (ωB97M-V/def2-TZVPD) for a 2-piece molecular cluster, C26H43BF2IN4O10P overall in a non-equilibrium geometry.

## Properties
HOMO-LUMO gap: 6.16 eV
E_LUMO: -2.7 eV

Structure (ORCA input):
```
! RIJCOSX wB97M-V def2-TZVPD def2/J DEFGRID3
* xyz 0 1
C -1.777 0.491 0.640
H 1.833 4.476 -3.976
C 1.683 -2.979 1.771
H -0.268 -2.253 -6.101
O -1.779 3.373 0.559
O 3.068 -4.195 8.501
H -4.576 0.184 0.070
C 0.538 0.846 2.204
I 0.444 -3.805 -1.453
B 2.739 -3.233 9.571
H 2.616 4.120 0.537
C -0.518 -2.011 -0.615
H -2.247 1.341 -2.962
H -3.769 -1.358 -3.769
C 2.039 2.567 -2.732
H -0.552 4.337 -5.239
O 0.556 0.473 -6.386
C 2.774 -2.286 3.752
F 1.803 -3.813 10.485
C 2.120 -2.324 7.597
H 2.416 -2.036 -0.206
C -0.895 -1.660 -5.354
C -3.949 0.142 -0.903
H 1.874 2.621 2.343
C 1.936 3.716 -0.286
O -0.114 3.893 -3.162
O -1.544 -0.504 -5.955
H -0.159 -1.258 -4.560
C -1.071 4.092 -4.236
H -1.777 4.980 -4.035
C -2.501 -0.384 -0.454
O 2.831 -4.179 6.268
H -1.487 -3.500 -4.182
H -0.970 0.780 -7.711
C 2.842 3.286 -1.543
N -4.043 2.246 1.337
H 3.607 2.508 -1.152
C -2.006 -2.575 -4.607
O 1.688 -1.567 6.755
H 1.346 1.721 -2.399
H 2.499 -0.982 1.268
N -1.867 -1.592 -1.006
H 2.033 -4.684 3.898
H 0.293 2.216 -0.439
H -4.435 2.342 2.283
H 0.127 3.142 2.171
H 1.921 1.514 0.041
H -4.531 -0.560 -1.587
H 1.540 0.349 2.450
C 0.349 -1.213 0.426
N -3.259 1.505 -3.028
C -0.640 0.262 -6.734
H 2.862 -5.416 2.327
H 3.861 -4.722 3.769
O -2.132 2.166 3.130
H 1.023 2.978 -4.666
H 3.018 -2.802 4.740
C 1.192 2.396 0.239
C -2.714 -1.657 -3.461
H 2.840 2.080 -3.413
C 2.892 -4.624 3.148
H -1.612 3.090 -0.371
H 3.461 4.138 -1.990
C 1.820 -1.730 0.738
C -3.917 1.560 -1.691
N 2.910 -3.240 2.569
C 2.700 -3.649 7.351
C 0.877 2.366 1.810
H 1.660 -1.970 3.795
H -1.711 3.150 -4.413
H 3.377 -1.331 3.556
H -5.012 1.877 -1.888
F 3.928 -2.842 10.265
H -3.431 2.410 -1.115
O 0.635 -3.654 1.919
H -3.717 -2.486 -1.535
C -2.661 -2.375 -1.995
C 1.203 3.555 -3.676
H -2.738 -2.933 -5.407
H -2.017 -0.741 -3.356
H -1.809 3.088 3.268
H -3.726 0.860 -3.675
O 2.137 -2.066 8.899
P -2.468 2.042 1.432
H -0.072 0.737 3.184
C -0.316 0.055 1.092
H -2.313 -3.438 -2.185
H 1.192 4.555 -0.553
*
```